1.
ORCA calculation (ωB97M-V with the def2-TZVPD basis set) on a cluster of 3 separate species, C5H16O3 in total.

Last column: Mulliken charge in e.
Positions of all 24 atoms, in Å:
O (0.1405, 0.6780, 0.8726)  -0.5337
O (-3.3558, 3.0393, -2.6556)  -0.6388
O (3.0583, 5.1273, -1.8508)  -0.6421
C (-0.5668, -1.5309, 1.6256)  -0.9658
C (0.6930, -3.7412, 1.6616)  -1.5879
C (0.0295, -2.6684, 0.7937)  1.2778
C (-0.9374, -0.2570, 0.8421)  -0.4844
C (0.9104, -2.2399, -0.3455)  -1.6582
H (0.0409, -1.1866, 2.4677)  0.3238
H (-1.1677, -0.5400, -0.1947)  0.2557
H (-3.1280, 3.7613, -2.0587)  0.3224
H (-1.8094, 0.2676, 1.2207)  0.3437
H (3.1226, 4.3154, -1.3332)  0.3207
H (-0.8608, -3.1743, 0.4137)  0.1012
H (0.4306, -1.6997, -1.1697)  0.3509
H (1.7558, -1.5796, -0.0859)  0.3494
H (1.0209, -4.5801, 1.0562)  0.3869
H (1.4638, -3.3728, 2.3390)  0.3689
H (2.7738, 4.8745, -2.7373)  0.3214
H (-1.5034, -1.8786, 2.0284)  0.3934
H (-0.0590, -4.1146, 2.3574)  0.3834
H (1.5248, -2.9409, -0.8990)  0.4017
H (-4.1986, 3.3035, -3.0377)  0.3169
H (0.9590, 0.2095, 0.6856)  0.2929

Properties
Net charge ... 0
Strongest force on any atom ... 2.39 eV/A
Frontier orbital gap ... 10.754 eV
LUMO ... 0.698 eV
HOMO energy ... -10.06 eV
Electronic energy ... -425.78774 a.u.



2.
ORCA calculation (ωB97M-V with the def2-TZVPD basis set) on the molecule C8H13ClO4.

Last column: Mulliken charge in e.
Positions of all 26 atoms, in Å:
Cl (2.8958, -0.0680, -1.0542)  -0.1866
O (2.6056, -0.1253, 1.4165)  -0.5065
O (-1.4091, -0.4993, 1.6042)  -0.6427
O (1.0114, -2.0505, 1.2404)  -0.5866
O (1.2636, 1.3823, 0.3516)  -0.4584
C (-0.2068, -0.0420, -1.9189)  -1.7311
C (1.8157, 0.1309, 0.3479)  0.4379
C (-0.4336, -0.7946, -0.6294)  1.7712
C (-0.5092, -0.1079, 0.7253)  0.2249
C (-0.1344, 1.4218, 0.8503)  0.2918
C (-0.8959, 2.4685, 0.1096)  -1.4138
C (-1.5206, -1.8711, -0.8095)  -1.8461
C (0.6916, -0.9438, 0.4884)  -0.1932
H (-1.2075, -1.2717, 2.1545)  0.3976
H (-1.8690, -1.6039, -1.7269)  0.5271
H (-0.1491, 1.6339, 1.9671)  0.4235
H (-1.2511, -2.8620, -0.8214)  0.3968
H (-0.0273, -0.5072, -2.8598)  0.4237
H (-2.3371, -1.8391, -0.0010)  0.2844
H (-0.9576, 0.7314, -2.0664)  0.3024
H (-1.5229, 2.9920, 0.7611)  0.4093
H (1.7665, -2.5947, 0.9220)  0.3804
H (0.6851, 0.5647, -1.7793)  0.3262
H (3.2824, 0.5266, 1.6364)  0.3983
H (-1.4590, 2.0608, -0.6978)  0.2847
H (-0.1276, 3.2680, -0.2106)  0.2848

Properties
Net charge ... 0
Strongest force on any atom ... 4.01 eV/A
Frontier orbital gap ... 9.856 eV
LUMO ... 0.606 eV
HOMO energy ... -9.25 eV
Electronic energy ... -1073.69904 a.u.



> The highest LUMO belongs to which entry?

C5H16O3



> Look up the HOMO energy of the first one.

-10.06 eV



> Which value of frontier orbital gap does entry 1 give?

10.754 eV